<one>
Formula: CH2FN2O2
Source: the OMol25 dataset
Level of theory: ωB97M-V/def2-TZVPD

Bonds (Å) are listed after each position.
Element x y z (Å)
1 C -0.862 -0.537 -2.506  O4 1.179, O5 1.171
2 N -0.393 -0.290 -0.590  N3 1.251, H7 1.136
3 N 0.692 -0.755 -0.177  N2 1.251, H8 1.055
4 O -0.730 -1.690 -2.712  C1 1.179
5 O -1.195 0.522 -2.881  C1 1.171
6 F 2.192 0.445 -0.502  no bonds
7 H -0.925 0.513 0.013  N2 1.136
8 H 1.018 -0.323 0.729  N3 1.055

multiplicity: 1
charge: -1
orbital gap: 8.74 eV

---

<two>
Formula: CH2FN2O2
Source: the OMol25 dataset
Level of theory: ωB97M-V/def2-TZVPD

Bonds (Å) are listed after each position.
Element x y z (Å)
1 C 0.579 -1.155 0.462  N2 1.266, F6 1.384, H8 1.039
2 N 1.632 -0.978 -0.217  C1 1.266, N3 1.356
3 N 2.531 -0.029 0.144  N2 1.356, O4 1.194, O5 1.234
4 O 2.292 0.989 0.719  N3 1.194
5 O 3.626 -0.265 -0.372  N3 1.234
6 F -0.266 -2.151 0.005  C1 1.384
7 H -1.082 0.893 0.712  no bonds
8 H 0.277 -1.100 1.455  C1 1.039

multiplicity: 1
charge: -1
orbital gap (alpha / beta): 7.34 / 5.51 eV

---

Stability ranking, top entry: <one>; the second entry is 487.4 kJ/mol less favorable.